The following is a DFT calculation (wB97M-V/def2-TZVPD) of a molecular structure, C23H24NPPtS3Sb.

Total charge   +2
Energy relative to the best compared isomer or geometry (same formula, charge and spin)   26.77 kcal per mole
Multiplicity   2

Atoms and positions in Å:
Pt1 -0.20 0.74 -0.73
S1 -0.54 4.15 -2.51
Sb1 0.84 2.48 -3.47
S2 1.83 1.47 -1.46
S3 -0.80 0.72 -2.91
C1 0.72 -1.45 3.63
C2 -0.38 -2.11 3.08
C3 -0.56 -2.13 1.71
C4 0.38 -1.51 0.88
C5 1.49 -0.85 1.44
C6 1.65 -0.83 2.81
P1 0.18 -1.48 -0.90
C7 1.60 -2.09 -1.76
C8 2.58 -2.77 -1.04
C9 3.67 -3.31 -1.72
C10 3.76 -3.17 -3.10
C11 2.77 -2.49 -3.81
C12 1.69 -1.95 -3.15
C13 -1.33 -2.27 -1.42
C14 -2.55 -1.73 -1.00
C15 -3.73 -2.31 -1.41
C16 -3.70 -3.43 -2.24
C17 -2.49 -3.96 -2.66
C18 -1.30 -3.38 -2.26
H1 0.85 -1.44 4.70
H2 -1.09 -2.61 3.73
H3 -1.40 -2.66 1.28
H4 2.23 -0.39 0.79
H5 2.52 -0.34 3.25
H6 2.51 -2.89 0.03
H7 4.43 -3.84 -1.17
H8 4.61 -3.59 -3.62
H9 2.85 -2.40 -4.88
H10 0.91 -1.44 -3.69
H11 -2.58 -0.87 -0.33
H12 -4.68 -1.90 -1.09
H13 -4.63 -3.88 -2.56
H14 -2.47 -4.83 -3.31
H15 -0.35 -3.80 -2.59
C19 -1.52 4.25 3.33
C20 -0.60 4.55 2.13
C21 -1.21 5.64 1.23
C22 0.81 4.94 2.60
C23 -0.49 3.32 1.33
N1 -0.41 2.37 0.70
H16 -1.61 5.16 3.92
H17 -1.11 3.46 3.96
H18 -2.52 3.96 3.00
H19 -1.29 6.55 1.82
H20 -2.20 5.37 0.88
H21 -0.57 5.85 0.38
H22 0.73 5.85 3.19
H23 1.47 5.13 1.75
H24 1.25 4.16 3.23